Entry 1:
Molecular formula: C3H3O3Yb
Method: DFT, the ωB97M-V functional and the def2-TZVPD basis

Geometry as XYZ:
```
10
Properties=species:S:1:pos:R:3:forces:R:3
H -0.0644 3.5316 -0.1829 -0.2 0.1 0.1
O 1.9739 0.3645 0.2434 -0.9 3.2 -0.4
C 1.7177 -0.8809 0.3771 -1.2 -5.2 -0.4
C 0.4797 -1.4750 0.0493 4.4 2.6 0.4
O -0.3125 -0.4875 -0.6482 -1.1 -0.9 0.2
C -1.4582 -1.0084 -0.1312 -1.4 0.8 -0.2
O -2.3502 -0.0639 -0.2845 0.5 0.5 0.4
Yb 0.5281 1.7290 -0.4515 0.9 -1.0 -0.1
H 2.5411 -1.5526 0.6590 -0.4 0.3 0.3
H -3.0553 -0.1569 0.3696 -0.6 -0.4 -0.3
```
Forces are in eV/Å.

As for the multiplicity: 3. For the energy above the lowest of the compared OMol25 structures with the same formula, charge and spin, the calculation gives 99.9 kcal per mole. For the energy, the calculation gives -40816.7482 eV. The net charge is +1.

These are the natural (NBO) partial charges, in e, on atoms 1 to 6: -0.646 -0.877 0.049 0.259 -0.708 0.568

=====

Entry 2:
Molecular formula: C3H3O3Zn
Method: DFT, the ωB97M-V functional and the def2-TZVPD basis

Geometry as XYZ:
```
10
Properties=species:S:1:pos:R:3:forces:R:3
C 0.3017 2.2905 -1.4363 0.2 -0.3 0.3
C 1.1506 1.4392 -0.8376 0.1 1.3 -0.2
O 0.8549 0.2071 -0.4388 -0.6 0.9 -1.0
Zn 1.3911 -0.9190 0.8622 0.3 -0.6 1.4
H -0.7684 2.0825 -1.4933 0.4 -0.1 -0.2
H 0.6833 3.2264 -1.8443 -0.2 -0.2 0.3
H 2.1914 1.7507 -0.6581 -0.3 -0.1 -0.3
O 1.4176 -2.1105 -0.9720 -0.3 0.2 -0.8
C 1.6839 -1.4431 -1.9179 1.5 -2.2 -0.4
O 2.1975 -1.1838 -2.9290 -1.2 1.0 0.9
```
Forces are in eV/Å.

As for the multiplicity: 2. For the energy above the lowest of the compared OMol25 structures with the same formula, charge and spin, the calculation gives 0.0 kcal per mole. For the energy, the calculation gives -57718.0097 eV. The net charge is 0.

These are the natural (NBO) partial charges, in e, on atoms 1 to 6: -0.533 0.156 -1.055 0.914 0.200 0.206

=====

Entry 3:
Molecular formula: C3H3O3Zn
Method: DFT, the ωB97M-V functional and the def2-TZVPD basis

Geometry as XYZ:
```
10
Properties=species:S:1:pos:R:3:forces:R:3
O -2.4313 1.4447 1.5140 2.3 1.5 0.6
Zn 1.0531 2.0788 -0.2786 0.6 -1.3 -1.2
O -0.4768 2.4052 0.7451 0.5 1.3 1.0
C -1.4322 1.9794 1.2846 -3.7 -2.2 -0.8
O 0.1496 -0.6404 -0.6633 -1.7 -0.7 1.1
C 1.2091 0.0945 -0.8900 0.8 -1.0 1.2
H 2.1149 -0.5372 -0.8798 0.1 0.6 -0.4
C -0.0228 -1.9324 -0.2409 1.4 1.2 -2.1
H 0.8682 -2.5614 -0.2818 -0.1 0.1 0.5
H -1.0318 -2.3313 -0.3093 0.0 0.5 0.3
```
Forces are in eV/Å.

As for the multiplicity: 2. For the energy above the lowest of the compared OMol25 structures with the same formula, charge and spin, the calculation gives 0.0 kcal per mole. For the energy, the calculation gives -57696.3532 eV. The net charge is +2.

These are the natural (NBO) partial charges, in e, on atoms 1 to 6: -0.302 1.607 -0.767 1.118 -0.407 -0.146

=====

Entry 4:
Molecular formula: C3H3OP
Method: DFT, the ωB97M-V functional and the def2-TZVPD basis

Geometry as XYZ:
```
8
Properties=species:S:1:pos:R:3:forces:R:3
C 1.4985 -0.4383 -0.2846 1.7 1.2 -0.7
C 0.9248 0.5072 0.4376 0.0 -5.9 -1.9
C 0.2849 -0.8489 0.2800 0.3 2.0 0.0
O -2.2367 1.1700 0.0636 -0.9 -2.1 -1.9
P -1.0625 -1.7574 0.3839 -1.0 -0.4 0.3
H 2.3302 -0.6187 -0.9958 -0.8 -0.2 0.7
H 0.8885 1.4279 0.8020 -0.3 3.6 1.4
H -2.6277 0.5581 -0.6867 1.0 1.7 2.0
```
Forces are in eV/Å.

As for the multiplicity: 1. For the energy above the lowest of the compared OMol25 structures with the same formula, charge and spin, the calculation gives 148.9 kcal per mole. For the energy, the calculation gives -14488.5653 eV. The net charge is 0.

These are the natural (NBO) partial charges, in e, on atoms 1 to 6: -0.159 -0.065 -0.475 -0.532 0.337 0.240

=====

Entry 5:
Molecular formula: C3H3OP
Method: DFT, the ωB97M-V functional and the def2-TZVPD basis

Geometry as XYZ:
```
8
Properties=species:S:1:pos:R:3:forces:R:3
C -1.2371 -1.2087 0.0571 2.6 2.0 -1.7
C -1.9737 -2.0361 0.5711 -2.0 -2.4 1.4
C -0.4624 -0.1388 -0.4143 -1.4 0.0 6.4
O 2.0037 2.0755 0.3037 -0.4 0.9 -0.2
P 2.2820 0.6722 0.4810 0.1 -1.3 0.1
H -0.6861 0.6934 0.3221 0.3 -0.3 -1.0
H -0.6501 0.1501 -1.3472 0.4 1.1 -4.1
H 0.7236 -0.2076 0.0264 0.2 0.0 -0.8
```
Forces are in eV/Å.

As for the multiplicity: 1. For the energy above the lowest of the compared OMol25 structures with the same formula, charge and spin, the calculation gives 155.7 kcal per mole. For the energy, the calculation gives -14488.2695 eV. The net charge is 0.

These are the natural (NBO) partial charges, in e, on atoms 1 to 6: -0.360 -0.046 -0.515 -0.909 1.322 0.235

=====

Entry 6:
Molecular formula: C3H3OP
Method: DFT, the ωB97M-V functional and the def2-TZVPD basis

Geometry as XYZ:
```
8
Properties=species:S:1:pos:R:3:forces:R:3
C -0.0242 0.4616 1.0805 4.8 1.7 -2.6
C 0.6865 -0.1231 -0.8973 0.3 -0.2 -0.3
C -0.6209 -0.1805 -0.1089 -0.5 -0.4 0.0
O 1.0424 -0.8282 -1.7981 -0.2 0.0 -0.2
P 1.6564 1.0488 0.1630 -4.3 -1.4 2.7
H -0.3187 0.4138 2.1077 -0.2 0.2 0.4
H -1.0067 -1.1961 0.0412 0.0 0.0 -0.1
H -1.4148 0.4037 -0.5881 0.0 0.0 0.1
```
Forces are in eV/Å.

As for the multiplicity: 1. For the energy above the lowest of the compared OMol25 structures with the same formula, charge and spin, the calculation gives 54.9 kcal per mole. For the energy, the calculation gives -14492.6408 eV. The structure (SMILES) is O=C1CC=P1. The net charge is 0.

These are the natural (NBO) partial charges, in e, on atoms 1 to 6: -0.258 0.314 -0.617 -0.533 0.420 0.202

=====

Question: Number 5 is which compound?
Answer: C3H3OP